Formula: C3H4S2
Source: the Open Molecules 2025 dataset
Level of theory: wB97M-V/def2-TZVPD

## Properties
**SMILES**: C#CC(S)S
**Multiplicity**: 1
**Lowest unoccupied orbital energy**: 0.76 eV
**ΔE to the lowest compared entry with this formula, charge and spin**: 44.5 kcal/mol
**Calculated total energy**: -24843.71195 eV
**E_HOMO**: -9.3 eV
**HOMO-LUMO gap**: 10.09 eV

Bonds (Å) are listed after each position.
CARTESIAN COORDINATES (ANGSTROEM)
1 C -1.425 0.745 1.040  C2 1.208, H6 1.059
2 C -0.395 0.414 0.505  C1 1.208, C3 1.447
3 C 0.807 -0.227 0.014  C2 1.447, S4 1.809, S5 1.901, H7 1.046
4 S 1.705 0.954 -1.020  C3 1.809, H8 1.329
5 S 0.384 -1.948 -0.675  C3 1.901, H9 1.374
6 H -2.231 1.161 1.586  C1 1.059
7 H 1.514 -0.490 0.738  C3 1.046
8 H 0.622 1.341 -1.686  S4 1.329
9 H -0.980 -1.950 -0.502  S5 1.374